The following is a DFT calculation (wB97M-V/def2-TZVPD) of C43H40F9IN4O3PPt as an isolated structure in a non-equilibrium geometry.

## Properties
E_LUMO (alpha / beta), eV: -3.935 / -3.941
HOMO-LUMO gap (alpha / beta), Ha: 0.210 / 0.209

Structure (ORCA input):
```
! RIJCOSX wB97M-V def2-TZVPD def2/J DEFGRID3
* xyz 1 1
Pt -1.36 0.12 -0.34
C -5.24 0.45 2.25
C -3.79 0.68 1.90
O -3.34 0.06 0.93
C -3.03 1.61 2.70
C -3.46 1.96 4.00
C -2.72 2.79 4.80
C -1.53 3.33 4.31
C -1.10 3.05 3.04
C -1.82 2.17 2.19
O -1.38 1.96 0.99
H -5.71 -0.08 1.43
H -5.75 1.39 2.43
H -5.32 -0.16 3.15
H -4.38 1.53 4.39
H -3.07 3.03 5.80
H -0.93 3.97 4.95
H -0.20 3.49 2.64
I -4.36 -5.13 -1.80
C -4.39 -3.04 -1.96
C -5.40 -2.38 -2.65
C -5.35 -0.99 -2.68
C -4.31 -0.34 -2.06
N -3.32 -0.99 -1.45
C -3.37 -2.31 -1.38
H -6.19 -2.92 -3.15
H -6.12 -0.43 -3.20
H -4.26 0.74 -2.05
H -2.57 -2.80 -0.85
C -0.37 -0.61 -4.41
C -0.65 0.51 -3.39
C -2.07 1.04 -3.61
C 0.32 1.68 -3.69
C -0.44 -0.03 -2.02
H -0.58 -0.25 -5.42
H -1.01 -1.48 -4.22
H 0.67 -0.93 -4.37
H -2.13 1.57 -4.56
H -2.35 1.72 -2.81
H -2.78 0.21 -3.64
H 0.21 1.97 -4.73
H 1.36 1.40 -3.51
H 0.08 2.54 -3.06
H 0.25 -0.88 -2.00
C -0.04 -5.62 1.27
N -0.28 -4.19 1.30
C -0.57 -3.43 2.50
C -0.81 -2.03 1.92
O -1.06 -1.04 2.56
N -0.69 -2.11 0.55
C -0.38 -3.37 0.24
N -0.22 -3.77 -1.02
H 0.27 -5.94 2.26
H 0.75 -5.86 0.56
H -0.95 -6.16 0.99
H 0.27 -3.43 3.20
H -1.45 -3.80 3.02
H -0.27 -3.08 -1.74
H 0.01 -4.72 -1.26
F 3.27 3.12 6.00
C 3.82 1.98 5.54
F 5.15 2.18 5.46
F 3.61 1.04 6.48
C 3.22 1.58 4.22
C 3.99 1.51 3.07
C 3.40 1.18 1.87
C 2.03 0.93 1.81
C 1.26 0.98 2.96
C 1.86 1.31 4.17
P 1.22 0.61 0.19
C 2.27 -0.77 -0.40
C 2.43 -1.84 0.47
C 3.00 -3.03 0.04
C 3.42 -3.15 -1.27
C 3.31 -2.08 -2.15
C 2.72 -0.90 -1.72
C 3.98 -4.45 -1.78
F 3.48 -4.76 -2.99
F 5.32 -4.42 -1.90
F 3.68 -5.48 -0.97
C 1.72 2.11 -0.72
C 2.94 2.27 -1.37
C 3.20 3.41 -2.11
C 2.26 4.43 -2.16
C 1.07 4.33 -1.44
C 0.80 3.16 -0.74
C 2.50 5.65 -3.00
F 1.64 5.70 -4.04
F 3.73 5.69 -3.52
F 2.32 6.78 -2.30
H 5.05 1.71 3.12
H 4.01 1.12 0.97
H 0.21 0.76 2.93
H 1.27 1.37 5.08
H 2.10 -1.74 1.50
H 3.09 -3.87 0.72
H 3.66 -2.18 -3.17
H 2.59 -0.09 -2.42
H 3.70 1.50 -1.33
H 4.13 3.52 -2.65
H 0.36 5.14 -1.45
H -0.15 3.05 -0.22
*
```

The following is a DFT calculation (wB97M-V/def2-TZVPD) of a 2-piece molecular cluster, C11H21OP overall in a non-equilibrium geometry.

## Properties
E_LUMO (alpha / beta), eV: -1.251 / 0.455
HOMO-LUMO gap (alpha / beta), Ha: 0.200 / 0.317

Structure (ORCA input):
```
! RIJCOSX wB97M-V def2-TZVPD def2/J DEFGRID3
* xyz 0 1
C 0.46 -1.08 -3.83
C 1.44 -0.34 -3.12
C 0.06 -2.29 -3.13
C 0.98 -2.25 -1.85
C 1.73 -1.00 -1.92
C 1.44 2.67 1.84
C 0.66 0.79 3.46
C -2.32 1.41 0.02
C -1.99 -0.83 1.24
C 0.41 1.60 2.15
C -1.42 0.12 0.15
O 0.95 -0.88 0.91
P 0.38 0.45 0.54
H -0.04 -0.81 -4.73
H 1.89 0.51 -3.44
H -0.96 -2.22 -2.86
H 0.14 -3.25 -3.56
H 0.28 -2.47 -1.07
H 1.74 -3.06 -1.79
H 2.64 -0.85 -1.28
H 1.88 2.37 0.87
H 0.90 3.67 1.78
H 2.23 2.61 2.66
H 1.49 0.09 3.17
H -0.19 0.14 3.62
H 0.94 1.42 4.31
H -1.69 2.26 -0.03
H -2.93 1.37 -0.92
H -2.97 1.43 0.95
H -1.20 -1.63 1.47
H -2.95 -1.13 0.85
H -2.22 -0.41 2.16
H -0.54 2.09 2.13
H -1.23 -0.49 -0.74
*
```

no.,energy (a.u.)
1,-3764.28249
2,-848.17924